{"formula": "CHN2O4", "method": "ωB97M-V/def2-TZVPD", "species": ["C", "N", "N", "O", "O", "O", "O", "H"], "coordinates": [[-0.01236, 1.65573, 0.66158], [-0.67332, -1.54361, -1.01561], [-0.02063, -0.89466, -0.17098], [-0.15816, 2.18603, -0.38422], [-0.62541, -0.04196, 0.56838], [0.32879, 1.70012, 1.76295], [1.16926, -0.99054, 0.02043], [-0.00818, -2.07110, -1.44253]], "e_above_lowest_ev": 0.672, "total_energy_ev": -12221.8532, "e_homo_ha": -0.191, "max_force_ev_per_a": 3.6, "charge": -1, "homo_lumo_gap_ev": 9.487}